[1]
44
Properties=species:S:1:pos:R:3 method="wB97M-V/def2-TZVPD" de_lowest_kj_mol=334.7 lumo_energy_ha=0.0132 homo_energy_ev=-8.19 smiles="O=C(/C=N/O)CCCCCCN1CCCCCC1" orbital_gap_ha=0.314
O 4.31693 -2.19467 -1.01395
C 4.48802 -1.15222 -0.42712
C 5.86017 -0.71826 -0.05975
N 6.03937 0.40287 0.49950
O 7.33985 0.73354 0.80354
C 3.38009 -0.21907 -0.01759
C 2.00820 -0.70982 -0.47196
C 0.86268 0.14975 0.05652
C 0.88115 1.57860 -0.48193
C -0.41159 2.33666 -0.17606
C -1.61795 1.83400 -0.97711
N -2.19315 0.61557 -0.43448
C -2.99591 0.83195 0.75849
C -2.62545 -0.17737 1.84803
C -3.13720 -1.58885 1.57692
C -2.75449 -2.12710 0.19920
C -3.52312 -1.44195 -0.93189
C -2.85565 -0.16882 -1.45971
H 6.67326 -1.40116 -0.30323
H 7.29054 1.60986 1.21459
H 3.41223 -0.12200 1.07024
H 3.60558 0.76535 -0.42958
H 1.87717 -1.73762 -0.12710
H 1.98111 -0.72962 -1.56315
H -0.08537 -0.30448 -0.22949
H 0.90427 0.17722 1.14826
H 1.03077 1.55467 -1.56410
H 1.71709 2.12931 -0.04392
H -0.62385 2.26923 0.89160
H -0.26304 3.39134 -0.42055
H -1.28925 1.62860 -1.99912
H -2.37449 2.63769 -1.03426
H -4.07127 0.77667 0.53999
H -2.79790 1.83698 1.14115
H -3.02940 0.16635 2.80353
H -1.53794 -0.19789 1.92721
H -2.73476 -2.25508 2.34413
H -4.22652 -1.60408 1.67071
H -1.68263 -2.00836 0.04072
H -2.98052 -3.19589 0.17742
H -3.62118 -2.12757 -1.77641
H -4.53439 -1.22005 -0.58508
H -2.08387 -0.45037 -2.18442
H -3.61758 0.42608 -1.99981

[2]
54
Properties=species:S:1:pos:R:3 method="wB97M-V/def2-TZVPD" lumo_energy_ha=0.0077 homo_energy_ev=-7.80 smiles="O=C1OCCO1.O=C1OCCO1.O=C1OCCO1.O=C1OCCO1.CNC[PH4]" orbital_gap_ha=0.294
O -0.28674 -2.43379 -4.81275
C -0.60733 -1.83046 -3.83762
O -1.02295 -2.41141 -2.68216
C -1.09884 -1.38385 -1.68514
C -1.26969 -0.13715 -2.50294
O -0.60701 -0.47935 -3.72983
H -1.93149 -1.56231 -1.01093
H -0.17064 -1.38309 -1.11118
H -2.31696 0.08400 -2.71514
H -0.81068 0.73125 -2.03925
O -2.25532 0.92567 0.69600
C -1.31016 1.56404 1.04952
O -0.04772 1.38381 0.59109
C 0.75270 2.48296 1.07152
C -0.00920 2.92251 2.29646
O -1.36187 2.55431 1.95970
H 1.76168 2.15463 1.30328
H 0.79490 3.25365 0.29739
H 0.28816 2.39241 3.19653
H 0.06230 3.99290 2.47747
O 2.04093 2.39308 3.86937
C 2.60448 1.51970 4.45603
O 3.49063 0.67006 3.89178
C 4.11358 -0.08021 4.94031
C 3.08538 0.00052 6.04678
O 2.43485 1.24557 5.76709
H 4.31537 -1.09754 4.61602
H 5.05499 0.40337 5.20637
H 2.34744 -0.80130 5.99258
H 3.52520 0.01247 7.04041
O 1.16774 4.86544 -0.90862
C 2.07161 5.46747 -0.42109
O 2.29865 6.79003 -0.59023
C 3.32219 7.18572 0.32808
C 4.04576 5.88264 0.58712
O 3.01173 4.91506 0.38456
H 3.95843 7.94847 -0.11303
H 2.85142 7.58892 1.22643
H 4.84586 5.69752 -0.13161
H 4.44790 5.80889 1.59424
C -2.30043 -6.36245 -2.70070
N -2.74159 -4.97078 -2.55078
C -3.95628 -4.66930 -3.33161
P -5.38499 -5.90296 -3.12555
H -2.99320 -7.07904 -2.26802
H -1.36730 -6.46696 -2.14511
H -2.05077 -6.61343 -3.74036
H -2.00887 -4.42138 -2.98824
H -3.73115 -4.54981 -4.40422
H -4.33704 -3.70472 -2.97849
H -4.74376 -6.82438 -4.00852
H -6.26215 -4.92425 -3.68980
H -5.20317 -5.91756 -1.70734
H -6.50659 -6.82958 -2.95588

[3]
56
Properties=species:S:1:pos:R:3 method="wB97M-V/def2-TZVPD" lumo_energy_ha="-0.1194 / -0.2478" homo_energy_ev="-11.45 / -11.40" multiplicity=3 total_charge=+1 s_squared=2.012 orbital_gap_ha="0.302 / 0.171"
Au -0.71633 -0.94760 0.31257
O 3.56482 -3.52920 1.84605
C 2.44947 -2.83378 1.72859
O 2.29343 -1.94959 0.91648
C 1.43061 -3.25538 2.77833
O 0.08381 -3.02675 2.41986
C -0.51219 -4.09904 1.68609
C -0.39798 -3.98781 0.12720
O -0.03022 -4.98183 -0.45727
O -0.77361 -2.88174 -0.45250
H 4.23476 -3.25261 1.20395
H 1.60580 -4.30400 3.02604
H 1.62714 -2.65422 3.67015
H -0.07382 -5.04865 1.99018
H -1.58141 -4.09757 1.91035
C 0.56800 -1.38946 -2.58236
N 0.91355 -0.96016 -3.92133
C 1.94068 0.07766 -3.85152
N 1.44865 1.23302 -3.09296
C 1.09455 0.80893 -1.75245
N 0.04413 -0.23752 -1.79828
C -1.13805 0.32190 -2.50023
N -0.78951 0.73911 -3.84181
C -0.27327 -0.41916 -4.58138
C 0.25992 1.75889 -3.76794
H 1.45169 -1.78041 -2.07630
H -0.18618 -2.17311 -2.61348
H 2.20081 0.39702 -4.86080
H 2.82965 -0.32431 -3.36261
H 0.71889 1.65799 -1.18063
H 1.97208 0.40203 -1.24756
H -1.50016 1.18173 -1.93238
H -1.91908 -0.43981 -2.54140
H -0.01604 -0.11150 -5.59494
H -1.04380 -1.19046 -4.62526
H -0.11516 2.62535 -3.21938
H 0.52903 2.06740 -4.77811
C -2.96733 3.85706 0.72822
C -3.21203 2.94427 1.91003
O -1.96455 2.52203 2.52159
P -1.30207 1.14525 2.14309
O -0.74839 1.19040 0.73258
Te -2.76435 -0.76062 2.27481
O -0.18006 0.94195 3.21790
C 0.97254 1.84277 3.27445
C 0.86866 2.71924 4.50210
H -3.92453 4.16797 0.31176
H -2.39141 3.34481 -0.04205
H -2.42212 4.74386 1.04784
H -3.78437 2.05992 1.60592
H -3.76381 3.45570 2.69574
H 1.01952 2.43263 2.35821
H 1.84627 1.19481 3.31782
H -0.06041 3.28712 4.47704
H 1.70850 3.41123 4.53909
H 0.87527 2.10428 5.40094

[4]
61
Properties=species:S:1:pos:R:3 method="wB97M-V/def2-TZVPD" lumo_energy_ha=-0.0330 homo_energy_ev=-8.12 smiles="C[C@@H](COC(=O)CS[C@@H]1C[NH2+][C@](CB(O)O)(PP(=O)(O)O)[C@@H](C(=O)[O-])N1)OC(=O)CS.ClCCl" orbital_gap_ha=0.265
C 3.54782 1.40052 2.18436
C 3.84234 0.25013 1.06890
C 4.51880 1.00311 -0.18121
O 4.23454 0.40991 -1.47686
C 3.17113 1.08789 -2.14663
O 3.39246 1.82397 -3.14147
C 1.69030 0.82988 -1.57815
S 0.39004 1.68244 -2.59552
C -1.25600 1.08456 -1.89952
C -1.58943 1.84683 -0.52668
N -2.80106 1.34773 0.19814
C -2.78481 -0.16320 0.46183
C -4.20694 -0.49835 1.12029
B -4.65144 -2.05615 1.05754
O -6.02841 -2.33396 0.64680
O -3.84304 -3.20110 1.40109
P -1.26793 -0.49051 1.55261
P -1.70514 -1.66925 3.32062
O -3.06928 -1.42545 3.98057
O -1.38916 -3.34679 3.06642
O -0.52421 -1.20393 4.50216
C -2.51417 -0.84918 -0.95767
C -3.68983 -0.67842 -2.02350
O -4.34784 0.39592 -2.26067
O -4.00210 -1.81947 -2.77334
N -1.24205 -0.38725 -1.63417
O 4.70602 -0.72386 1.72452
C 4.95102 -1.85554 0.89834
O 4.24419 -2.21665 -0.07778
C 6.23466 -2.76117 1.31414
S 7.83008 -2.11729 0.61123
H 3.42016 0.87375 3.20600
H 4.52814 2.00321 2.27337
H 2.64460 2.05085 1.90576
H 2.80014 -0.17947 0.79722
H 4.07134 2.07181 -0.20088
H 5.63511 1.10956 0.04509
H 1.61618 1.25694 -0.51113
H 1.47368 -0.29751 -1.62699
H -2.04220 1.43293 -2.67420
H -1.81759 2.94629 -0.82098
H -0.63804 1.91046 0.11992
H -3.70982 1.66629 -0.20448
H -2.76824 1.77276 1.15489
H -4.26295 -0.02577 2.17527
H -4.99642 0.08752 0.49896
H -5.90530 -2.96823 -0.10717
H -4.07411 -3.39396 2.34928
H -0.88541 0.81497 2.07101
H -0.98176 -3.42235 2.17082
H -0.53271 -0.22295 4.60336
H -2.36129 -1.98119 -0.77203
H -1.21225 -0.82939 -2.57027
H 6.31424 -2.63600 2.46468
H 6.03312 -3.86430 1.10813
H 8.32965 -1.25856 1.58652
Cl -0.94918 3.49123 -5.63246
C -2.59001 3.66269 -4.99748
Cl -3.07157 2.23459 -4.07105
H -2.62812 4.53579 -4.34725
H -3.27995 3.79269 -5.83028